{
  "formula": "C37H80F4N7O11S4",
  "method": "ωB97M-V with the def2-TZVPD basis set",
  "charge": 3,
  "orbital_gap_ev": 3.0,
  "molar_mass_da": 1003.35,
  "lumo_ev": -8.52,
  "total_energy_ev": -126792.809,
  "multiplicity": 1,
  "homo_ev": -11.6,
  "de_lowest_kj_mol": 164.39,
  "species": ["S", "S", "S", "S", "F", "F", "F", "F", "O", "O", "O", "O", "O", "O", "O", "O", "O", "O", "O", "N", "N", "N", "N", "N", "N", "N", "C", "C", "C", "C", "C", "C", "C", "C", "C", "C", "C", "C", "C", "C", "C", "C", "C", "C", "C", "C", "C", "C", "C", "C", "C", "C", "C", "C", "C", "C", "C", "C", "C", "C", "C", "C", "C", "H", "H", "H", "H", "H", "H", "H", "H", "H", "H", "H", "H", "H", "H", "H", "H", "H", "H", "H", "H", "H", "H", "H", "H", "H", "H", "H", "H", "H", "H", "H", "H", "H", "H", "H", "H", "H", "H", "H", "H", "H", "H", "H", "H", "H", "H", "H", "H", "H", "H", "H", "H", "H", "H", "H", "H", "H", "H", "H", "H", "H", "H", "H", "H", "H", "H", "H", "H", "H", "H", "H", "H", "H", "H", "H", "H", "H", "H", "H", "H"],
  "positions_angstrom": [[-23.321, -15.471, -20.982], [-23.666, -15.846, -18.695], [-24.671, -21.131, -22.493], [-22.484, -21.493, -23.282], [-24.019, -15.050, -17.362], [-22.729, -14.296, -21.905], [-21.885, -22.698, -24.157], [-25.809, -21.980, -21.783], [-24.221, -20.354, -21.350], [-22.535, -20.480, -24.315], [-24.689, -15.457, -21.505], [-22.665, -16.777, -18.201], [-27.565, -17.967, -27.728], [-22.618, -8.792, -17.983], [-25.416, -20.530, -23.585], [-22.438, -16.565, -21.393], [-21.456, -21.330, -22.283], [-18.074, -15.116, -21.024], [-25.011, -16.315, -19.056], [-17.241, -16.141, -21.188], [-32.409, -18.144, -22.162], [-23.910, -22.336, -22.822], [-30.938, -12.280, -9.556], [-21.576, -10.955, -18.272], [-26.588, -18.499, -28.534], [-23.151, -14.670, -19.467], [-28.088, -19.320, -30.245], [-16.667, -16.580, -22.527], [-22.551, -9.834, -18.602], [-17.132, -15.957, -18.588], [-26.031, -16.533, -29.986], [-16.816, -15.307, -23.503], [-25.492, -17.522, -28.980], [-24.370, -18.294, -29.783], [-14.835, -17.890, -21.176], [-30.230, -13.292, -10.436], [-17.452, -17.859, -23.098], [-31.889, -21.774, -20.600], [-15.252, -17.256, -19.887], [-24.864, -16.891, -27.771], [-31.337, -17.314, -21.422], [-33.857, -17.780, -21.680], [-15.204, -16.912, -22.279], [-28.507, -13.736, -12.147], [-32.093, -11.620, -10.375], [-30.647, -10.874, -7.436], [-16.837, -16.844, -19.849], [-32.110, -19.679, -22.075], [-30.018, -11.309, -8.819], [-32.280, -20.285, -20.658], [-24.946, -19.435, -30.697], [-31.797, -11.865, -7.349], [-21.262, -11.075, -16.756], [-25.840, -20.457, -29.954], [-32.336, -17.649, -23.583], [-27.569, -20.647, -28.182], [-17.567, -18.177, -19.549], [-27.005, -19.744, -29.220], [-31.739, -16.226, -23.595], [-31.108, -15.991, -22.214], [-23.364, -10.130, -19.828], [-31.533, -12.977, -8.345], [-29.309, -12.720, -11.477], [-14.592, -16.419, -19.657], [-31.489, -15.111, -21.695], [-30.977, -16.162, -24.372], [-22.028, -11.786, -18.624], [-22.229, -11.488, -16.471], [-20.377, -11.710, -16.818], [-28.617, -20.161, -30.694], [-16.474, -15.531, -24.513], [-16.377, -15.175, -18.666], [-16.174, -14.510, -23.128], [-29.592, -13.930, -9.826], [-18.528, -17.697, -23.035], [-32.728, -11.318, -7.494], [-21.160, -10.073, -16.339], [-32.610, -11.065, -9.592], [-29.025, -14.385, -12.853], [-25.532, -18.897, -31.442], [-30.884, -14.098, -10.769], [-29.062, -11.825, -8.735], [-27.746, -13.311, -12.802], [-25.409, -16.225, -27.102], [-31.779, -17.206, -20.431], [-33.322, -17.836, -24.007], [-14.659, -16.005, -22.016], [-16.920, -16.527, -17.683], [-24.238, -9.500, -19.996], [-34.505, -18.474, -22.216], [-27.711, -18.784, -31.115], [-26.213, -21.125, -30.731], [-23.805, -11.117, -19.691], [-34.072, -16.764, -22.009], [-28.740, -11.902, -11.035], [-32.767, -12.389, -10.752], [-17.078, -18.797, -22.687], [-18.631, -17.988, -19.401], [-23.914, -16.391, -27.957], [-14.853, -17.227, -23.262], [-31.137, -19.723, -22.563], [-20.806, -10.887, -18.921], [-31.633, -22.069, -19.582], [-30.033, -15.857, -22.334], [-15.138, -18.892, -21.480], [-27.738, -21.559, -28.755], [-17.127, -18.688, -18.693], [-33.251, -20.086, -20.204], [-34.004, -17.910, -20.608], [-26.289, -16.960, -30.955], [-28.469, -20.372, -27.633], [-30.339, -17.743, -21.331], [-31.101, -9.883, -7.449], [-17.521, -18.904, -20.360], [-30.835, -13.710, -7.943], [-26.831, -20.947, -27.437], [-17.832, -14.922, -23.592], [-31.854, -12.358, -6.379], [-23.713, -18.753, -29.044], [-13.754, -18.016, -21.221], [-23.741, -17.542, -30.257], [-31.737, -10.997, -11.196], [-24.203, -19.993, -31.266], [-32.431, -13.536, -8.606], [-18.105, -15.506, -18.395], [-29.869, -10.851, -6.672], [-28.881, -18.805, -29.702], [-25.272, -15.790, -30.233], [-31.034, -21.917, -21.261], [-29.823, -10.565, -9.591], [-24.637, -17.696, -27.072], [-32.798, -20.037, -22.841], [-28.022, -14.423, -11.454], [-25.195, -21.002, -29.265], [-32.504, -15.512, -23.898], [-29.829, -12.178, -12.266], [-22.806, -10.108, -20.764], [-32.613, -22.466, -21.029], [-15.095, -17.885, -19.011], [-31.852, -18.390, -24.219], [-17.226, -17.828, -24.164], [-26.971, -16.064, -29.696], [-31.738, -19.677, -19.933]],
  "atomic_forces_ev_per_a": [[-0.909, 0.785, -5.253], [-3.335, -4.919, 6.438], [-7.267, 4.150, 3.653], [3.398, -2.304, -1.651], [0.125, 0.775, 0.697], [0.635, 0.696, 0.732], [-0.373, -0.234, 0.357], [-1.326, -0.294, 0.371], [0.219, 0.317, -1.845], [-1.098, -0.198, 1.141], [2.101, -0.210, 1.363], [-1.053, 0.821, -1.112], [6.671, -3.279, -4.553], [0.928, -3.107, -0.546], [0.888, 0.411, 0.669], [-1.318, 1.683, 2.144], [-1.534, -0.072, -0.155], [5.102, -6.079, -1.646], [2.620, 0.162, 0.335], [-4.267, 4.021, 2.862], [0.337, 0.454, 0.676], [6.999, -1.622, -2.789], [-0.929, -1.260, -0.092], [-0.726, 1.087, 0.449], [-6.256, 4.814, 2.948], [1.355, 0.841, -5.229], [-0.730, 0.205, -0.110], [-1.373, 1.095, -0.904], [-1.213, 3.588, -0.478], [1.209, 0.505, -0.914], [-1.758, 0.501, -0.905], [0.229, -0.961, 0.823], [1.496, -0.662, -0.833], [-0.427, -1.829, 1.165], [0.189, -0.187, -1.447], [0.862, -0.707, 0.769], [0.406, 1.540, 0.171], [0.293, 0.427, -0.587], [-1.283, 0.237, 0.779], [0.321, -0.314, 1.996], [-0.731, 0.832, 0.309], [1.159, -0.638, -0.492], [0.792, 0.368, -0.282], [1.646, -1.765, -1.033], [0.673, -0.221, 1.575], [0.232, -0.071, -1.955], [0.915, -0.616, 1.396], [-1.029, 1.399, -0.203], [0.511, 0.909, -1.292], [0.006, 0.541, -0.130], [-0.239, 1.229, 0.100], [-0.140, -0.747, 1.352], [-0.675, 0.023, -2.270], [1.062, 1.742, -0.149], [-0.429, -1.050, -0.740], [-0.280, -1.741, 0.661], [-0.952, -0.329, -1.623], [0.442, -0.591, -0.539], [-0.422, -0.483, -0.588], [-0.312, -0.516, 0.214], [-0.675, -0.728, 0.074], [-0.968, -0.003, -0.205], [-1.544, 2.104, -0.362], [-0.268, 0.486, -0.390], [-0.159, -0.139, -0.104], [-0.043, -0.114, 0.034], [-0.411, -0.923, 0.242], [0.661, -0.515, 0.956], [-0.296, -0.040, 1.171], [0.499, -0.611, 0.377], [0.076, -0.401, 0.174], [-0.163, 0.422, 0.443], [-0.060, 0.025, 0.101], [0.257, 0.494, 0.807], [0.025, -0.362, 0.342], [-0.098, -0.398, -0.137], [0.385, -0.195, -0.189], [-0.179, 0.381, -0.583], [-0.666, 0.071, 0.228], [-0.184, -0.308, -0.309], [-0.848, 0.728, -0.484], [-0.155, -0.200, 0.429], [0.203, 0.240, 0.342], [-0.715, 0.231, -0.756], [0.467, 0.332, 0.060], [-0.415, 1.007, 0.169], [-0.090, 0.369, -0.345], [0.238, -0.274, -0.294], [0.408, 0.515, 0.546], [-0.024, 0.081, 0.072], [0.077, 0.387, 0.407], [-0.347, -0.133, 0.413], [0.167, -0.414, -0.314], [0.141, -0.058, 0.188], [0.548, -0.358, 0.242], [0.328, -0.150, 0.095], [-0.353, 0.191, 0.157], [0.007, -0.021, 0.257], [-0.109, -0.159, -0.580], [0.189, -0.090, 0.019], [0.308, -0.407, 0.678], [0.921, 0.513, 0.091], [-0.039, -0.056, -0.194], [-0.105, 0.073, 0.148], [-0.758, -0.125, 0.804], [-0.426, -0.197, 0.230], [0.001, 0.536, 0.081], [-0.689, -0.419, -0.797], [0.382, 0.067, -0.128], [0.210, -0.450, 0.056], [0.019, 0.325, -0.484], [-0.536, -1.043, -0.170], [0.439, 0.111, -0.303], [0.144, 0.083, -0.173], [0.356, 0.265, -0.232], [0.216, 0.268, 0.028], [-0.015, -0.295, 0.240], [-0.184, 0.241, 0.148], [0.076, -0.130, 0.144], [0.171, 0.336, 0.247], [-0.357, -0.112, -0.397], [0.256, -0.058, 0.353], [0.314, 0.291, 0.277], [-0.011, 0.120, -0.243], [-0.139, -0.306, -0.804], [-0.238, -0.477, 0.027], [0.189, 0.478, -0.196], [0.028, 0.016, 0.537], [0.417, -0.029, 0.363], [-0.034, 0.641, 0.550], [0.392, -0.229, -0.003], [-0.246, -0.638, 0.341], [0.252, 0.090, 0.100], [-0.289, -0.188, 0.161], [0.010, 0.111, 0.387], [-0.593, 0.017, -0.024], [0.379, -0.204, 0.157], [-0.442, 0.283, 0.303], [-0.326, -0.250, -0.102], [1.155, 0.116, 0.463], [0.168, -0.098, 0.020], [0.230, 0.325, 0.458], [1.049, -0.211, -0.237]],
  "mulliken_charge": [0.90, 0.93, 1.01, 1.12, -0.31, -0.31, -0.30, -0.32, -0.55, -0.55, -0.54, -0.58, -0.26, -0.41, -0.57, -0.47, -0.57, -0.31, -0.55, 0.83, 0.08, -0.26, 0.16, -0.14, 0.86, -0.07, -1.61, 1.10, 0.71, -1.52, -1.59, -1.61, 1.26, -1.04, -0.58, -1.05, -1.51, -1.27, -1.03, -1.81, -0.64, -0.98, -1.22, -1.52, -0.81, -0.49, 0.86, -0.86, -0.72, -0.32, -0.82, -0.75, -0.72, -0.91, -0.75, -1.75, -1.57, 1.21, -0.54, -0.61, -1.10, -0.67, 0.11, 0.38, 0.30, 0.29, 0.24, 0.33, 0.34, 0.44, 0.42, 0.45, 0.42, 0.39, 0.45, 0.34, 0.35, 0.41, 0.35, 0.30, 0.53, 0.40, 0.38, 0.39, 0.42, 0.48, 0.41, 0.38, 0.33, 0.39, 0.30, 0.47, 0.34, 0.43, 0.33, 0.32, 0.36, 0.49, 0.36, 0.46, 0.49, 0.39, 0.35, 0.31, 0.39, 0.45, 0.43, 0.37, 0.33, 0.34, 0.38, 0.40, 0.27, 0.35, 0.47, 0.48, 0.42, 0.40, 0.41, 0.41, 0.54, 0.32, 0.42, 0.41, 0.38, 0.34, 0.43, 0.46, 0.34, 0.48, 0.54, 0.46, 0.37, 0.38, 0.35, 0.25, 0.34, 0.35, 0.48, 0.43, 0.46, 0.37, 0.40]
}